(1)
C10H18OSi | ωB97M-V with the def2-TZVPD basis set

The geometry in XYZ format:
```
30
Properties=species:S:1:pos:R:3
C -2.045 -0.361 -1.437
Si -1.952 -0.193 0.431
C -3.362 -1.097 1.216
C -2.220 1.522 1.069
O -0.568 -0.933 0.983
C 0.692 -0.473 0.669
C 1.800 -1.194 1.002
C 2.959 -0.518 0.291
C 2.799 -0.558 -1.295
C 1.587 0.360 -1.567
C 1.095 0.802 -0.130
C 2.520 0.988 0.593
H -3.042 -0.528 -1.725
H -1.446 -1.185 -1.847
H -1.727 0.593 -1.874
H -3.484 -0.968 2.279
H -4.224 -0.826 0.716
H -3.233 -2.192 1.181
H -2.145 1.636 2.168
H -1.553 2.317 0.686
H -3.212 1.817 0.718
H 1.832 -2.150 1.479
H 3.934 -0.933 0.586
H 2.680 -1.543 -1.642
H 3.706 -0.146 -1.907
H 0.772 -0.047 -2.153
H 1.887 1.273 -2.090
H 0.348 1.602 -0.053
H 2.391 1.308 1.627
H 3.211 1.627 0.025
```

Calculated values
LUMO energy, eV: 0.83
Total charge: 0
SMILES: C[Si](C)(C)OC1=C[C@H]2CC[C@@H]1C2
HOMO energy, eV: -8.04
Frontier orbital gap, eV: 8.87
Energy above the lowest of the compared OMol25 structures with the same formula, charge and spin, kJ/mol: 0.00
Spin multiplicity: 1

(2)
C4H13N3 | ωB97M-V with the def2-TZVPD basis set

The geometry in XYZ format:
```
20
Properties=species:S:1:pos:R:3
N 0.695 2.959 0.544
C 0.035 1.823 1.184
C 0.604 0.492 0.661
N 0.062 0.192 -0.661
C 0.514 -1.078 -1.184
C -0.241 -2.268 -0.559
N -1.678 -1.977 -0.597
H 0.000 3.530 0.069
H 1.009 3.655 1.216
H -1.004 1.737 0.862
H 0.271 1.805 2.248
H 1.701 0.476 0.608
H 0.215 -0.275 1.335
H 0.179 0.920 -1.347
H 1.596 -1.213 -1.011
H 0.405 -1.119 -2.266
H 0.089 -2.308 0.480
H -0.158 -3.231 -1.054
H -1.974 -1.413 0.185
H -2.320 -2.708 -0.714
```

Calculated values
LUMO energy, eV: 1.12
Total charge: 0
SMILES: NCCNCCN
HOMO energy, eV: -8.49
Frontier orbital gap, eV: 9.60
Energy above the lowest of the compared OMol25 structures with the same formula, charge and spin, kJ/mol: 112.09
Spin multiplicity: 1

(3)
C26H49IrN12OSSeTe | ωB97M-V with the def2-TZVPD basis set

The geometry in XYZ format:
```
92
Properties=species:S:1:pos:R:3
Ir 13.779 15.027 13.716
C 14.213 16.636 17.480
Te 13.498 14.922 16.256
C 11.400 15.005 16.632
H 15.184 16.932 17.049
H 14.221 16.317 18.525
H 13.473 17.373 17.321
H 11.182 14.348 17.517
H 10.887 14.585 15.759
H 11.094 16.046 16.786
C 17.292 12.706 8.725
C 16.552 13.810 7.997
C 15.325 14.305 8.664
N 14.546 13.304 9.427
C 13.720 13.582 10.449
S 13.690 15.158 11.158
N 12.747 12.698 10.811
C 12.570 11.372 10.338
O 12.229 10.537 11.194
C 12.574 11.069 8.884
C 12.454 9.735 8.436
C 11.682 9.403 7.324
C 11.290 10.454 6.439
C 11.596 11.827 6.793
C 12.209 12.066 7.995
H 16.704 11.803 8.683
H 17.499 13.005 9.714
H 18.239 12.471 8.258
H 16.214 13.446 6.984
H 17.192 14.629 7.877
H 14.630 14.818 7.989
H 15.617 15.110 9.329
H 14.608 12.354 9.093
H 12.511 12.854 11.799
H 12.709 8.886 9.070
H 11.344 8.361 7.224
H 10.895 10.214 5.442
H 11.365 12.671 6.113
H 12.168 13.072 8.362
N 16.525 14.824 15.045
N 15.833 14.683 13.760
H 17.116 15.699 14.995
H 17.155 14.025 15.093
H 15.934 13.756 13.368
H 16.211 15.332 13.056
C 14.946 19.456 11.337
N 13.691 18.789 11.110
C 12.863 18.863 10.009
C 11.696 18.292 10.347
N 11.768 17.815 11.668
C 10.729 17.069 12.396
C 13.034 18.025 12.038
Se 13.762 17.530 13.670
H 15.023 19.631 12.403
H 15.071 20.425 10.869
H 15.773 18.817 11.020
H 13.244 19.429 9.114
H 10.849 18.068 9.694
H 10.644 17.482 13.433
H 11.030 16.012 12.428
H 9.731 17.210 11.925
N 13.844 8.949 15.613
C 13.204 9.745 14.776
N 12.321 9.131 13.953
N 13.318 11.032 14.840
C 13.418 11.950 13.993
N 13.625 13.059 13.538
H 13.981 7.960 15.493
H 14.360 9.430 16.362
H 11.969 8.188 14.238
H 11.874 9.618 13.184
C 5.374 14.850 12.030
C 5.439 15.057 13.571
N 5.649 13.818 14.288
C 4.513 12.901 13.980
C 4.410 12.718 12.458
N 5.550 13.393 11.770
C 6.855 12.897 12.292
C 6.875 13.131 13.834
H 6.223 15.422 11.648
H 4.400 15.235 11.591
H 4.513 15.504 13.998
H 6.277 15.691 13.801
H 3.610 13.342 14.434
H 4.616 11.945 14.533
H 3.516 13.202 12.126
H 4.339 11.652 12.160
H 5.537 13.178 10.780
H 7.619 13.554 11.762
H 6.924 11.841 12.042
H 7.716 13.727 14.124
H 6.933 12.166 14.389
```

Calculated values
LUMO energy (spin up / spin down), eV: -10.10 / -11.89
Total charge: +4
HOMO energy (spin up / spin down), eV: -14.43 / -17.70
Frontier orbital gap (spin up / spin down), eV: 4.33 / 5.82
Spin multiplicity: 5